Record 1
One molecule with the formula C6H9N. Source: the Open Molecules 2025 dataset; level of theory: ωB97M-V/def2-TZVPD.

```
16
Properties=species:S:1:pos:R:3
C -0.16334 -0.82301 2.81982
C -1.13380 -0.44637 1.75747
C -1.09336 -0.69961 0.48162
C -0.83020 -0.53159 -0.87333
N -0.31089 0.61843 -1.46189
C 0.72090 0.50855 -2.47038
C 1.00427 1.11870 -1.13705
H -0.47973 -1.80593 3.19584
H -0.21461 -0.14514 3.67876
H 0.88779 -0.92477 2.50292
H -1.22429 -1.24520 -1.59550
H -2.14832 -0.70446 -0.07666
H 0.59697 1.13703 -3.34932
H 1.13999 -0.47948 -2.66021
H 1.61120 0.54274 -0.44025
H 1.08339 2.19915 -1.04620
```

Computed properties:
* HOMO level (spin up / spin down): -7.000 / -6.999 eV
* net charge: 0

***

Record 2
One molecule with the formula C6H6. Source: the Open Molecules 2025 dataset; level of theory: ωB97M-V/def2-TZVPD.

```
12
Properties=species:S:1:pos:R:3
C -1.35000 0.83364 -0.38874
C -0.85853 -0.41532 0.33826
C 0.34092 -1.99634 -0.99277
C 0.46891 -0.93820 -0.22519
C 1.71174 -0.32044 0.11113
C 2.75073 0.18976 0.44669
H -2.23461 1.24139 0.11222
H -0.58050 1.61159 -0.41383
H -1.62207 0.59087 -1.42044
H -1.61335 -1.20693 0.27717
H -0.68728 -0.22072 1.40236
H 3.67405 0.63071 0.75313
```

Computed properties:
* HOMO level: -9.551 eV
* net charge: 0

***

Record 3
A 8-piece molecular cluster, C48H113O25P overall. Source: the Open Molecules 2025 dataset; level of theory: ωB97M-V/def2-TZVPD.

```
187
Properties=species:S:1:pos:R:3
C 20.21742 3.53343 -4.01709
C 19.11575 4.23134 -4.80455
O 19.80185 4.95372 -5.92771
P 20.67312 6.29234 -5.64444
O 20.89969 6.98586 -6.92178
O 21.93458 5.64415 -4.91343
C 23.22359 5.74158 -5.44542
C 23.84073 7.02834 -4.92042
O 19.81279 7.10161 -4.49200
C 18.46605 7.50244 -4.83727
C 17.80257 7.43296 -3.49758
H 19.72931 2.94437 -3.24063
H 20.76130 2.87733 -4.69666
H 20.98525 4.19301 -3.61277
H 18.40146 3.53108 -5.23757
H 18.47119 4.91688 -4.25439
H 23.85018 4.93057 -5.07431
H 23.19326 5.67700 -6.53308
H 24.92579 7.09793 -4.99710
H 23.58664 7.94670 -5.44968
H 23.48814 7.28093 -3.92043
H 18.44264 8.50675 -5.26024
H 17.94541 6.77025 -5.45445
H 16.74766 7.66101 -3.65012
H 17.83437 6.52408 -2.89673
H 18.11690 8.28499 -2.89480
C 18.96374 16.50622 4.92092
O 19.43597 17.40991 5.91670
C 18.92475 17.44564 7.15785
C 19.97548 17.71961 8.13960
O 19.31478 18.20264 9.32916
C 20.26660 18.72655 10.30892
C 19.38164 19.32441 11.42069
O 18.44856 20.24609 10.96627
C 17.42775 20.37001 11.95201
H 17.92107 16.19565 4.98790
H 19.48062 15.54672 4.93773
H 19.09498 16.99622 3.95615
H 18.43686 16.50040 7.39575
H 18.09472 18.15209 7.14867
H 20.52486 18.58690 7.77343
H 20.59134 16.85191 8.37606
H 20.86363 19.56024 9.93931
H 20.96369 18.00761 10.73938
H 20.06098 19.77936 12.14153
H 18.97504 18.46252 11.94978
H 17.86097 20.70429 12.89470
H 16.89586 19.44201 12.16172
H 16.66583 21.11199 11.71315
C 24.28622 12.40269 -3.51102
O 25.16609 13.21905 -2.86602
C 25.29624 13.17731 -1.46100
C 26.65308 13.90955 -1.08361
O 27.76007 13.28324 -1.72309
C 29.00099 13.97455 -1.51026
C 29.46933 14.48218 -0.03498
O 29.89770 13.32373 0.68792
C 31.24732 12.91220 0.32260
H 24.83724 11.46381 -3.56563
H 23.98830 12.74263 -4.50287
H 23.40238 12.23229 -2.89631
H 25.38263 12.19763 -0.99103
H 24.48188 13.64709 -0.90943
H 26.74530 13.85064 0.00088
H 26.55189 14.95498 -1.37507
H 28.94873 14.81413 -2.20341
H 29.68752 13.32555 -2.05394
H 28.58681 15.00438 0.33454
H 30.21756 15.25504 -0.21091
H 31.59983 12.01772 0.83615
H 31.90629 13.74161 0.57941
H 31.37841 12.66087 -0.72990
C 15.38791 3.37635 5.73956
O 15.28671 4.55163 4.90992
C 16.46674 4.94088 4.23760
C 16.82701 3.95440 3.10950
O 17.57960 4.53977 1.98247
C 19.01815 4.71438 2.27671
C 19.71058 5.85903 1.63611
O 19.47357 5.85042 0.17349
C 20.49328 6.45823 -0.62228
H 14.38514 3.42197 6.16438
H 16.24308 3.37192 6.41540
H 15.38949 2.40031 5.25434
H 17.31805 5.09570 4.90046
H 16.45885 5.85177 3.63899
H 15.85836 3.56004 2.80241
H 17.35558 3.13069 3.58930
H 19.56298 3.77034 2.28343
H 19.17991 4.84144 3.34713
H 20.77633 5.83858 1.86383
H 19.41411 6.79980 2.09996
H 21.42705 5.89882 -0.56563
H 20.60256 7.45878 -0.20388
H 20.25008 6.48503 -1.68446
C 12.91007 15.95462 -10.80984
O 13.54690 15.85506 -9.57712
C 14.90155 16.38112 -9.44555
C 15.38540 16.62203 -8.09664
O 15.51525 15.33049 -7.52087
C 15.71357 15.29511 -6.13682
C 15.67251 13.75688 -5.87733
O 16.95944 13.23288 -6.03669
C 17.18635 12.60651 -7.30529
H 12.90311 17.02255 -11.02794
H 11.94367 15.45056 -10.80089
H 13.36748 15.40787 -11.63442
H 15.10426 17.22367 -10.10670
H 15.63925 15.67796 -9.83214
H 14.59174 17.27875 -7.74036
H 16.37095 17.07468 -8.20578
H 14.81893 15.57953 -5.58291
H 16.57044 15.86404 -5.77602
H 14.89959 13.22368 -6.43086
H 15.29799 13.55586 -4.87362
H 16.72656 13.02877 -8.19881
H 16.66508 11.64965 -7.27694
H 18.24636 12.36708 -7.38993
C 26.91439 13.30769 -6.01168
O 26.87962 12.25923 -7.02503
C 26.95909 10.95003 -6.47230
C 26.33939 9.74826 -7.34112
O 25.02247 9.32989 -7.13271
C 24.09517 10.48319 -7.02267
C 22.81332 10.25699 -7.85182
O 22.06569 11.41924 -8.04554
C 21.61071 12.06819 -6.85894
H 27.40253 14.22443 -6.34246
H 27.47197 12.97077 -5.13778
H 25.95529 13.62423 -5.60177
H 26.24983 10.98304 -5.64528
H 27.95293 10.60142 -6.19153
H 26.96097 8.85452 -7.28649
H 26.45935 10.01649 -8.39077
H 24.45989 11.48874 -7.23227
H 23.78775 10.58353 -5.98174
H 22.30979 9.44104 -7.33338
H 23.06030 9.84726 -8.83121
H 21.45830 11.43269 -5.98658
H 20.71722 12.67677 -6.99826
H 22.23885 12.84192 -6.41749
C 23.98437 14.66842 2.31788
O 25.26971 15.08540 2.56155
C 25.68134 15.41150 3.89490
C 27.14729 15.96193 4.04605
O 27.56181 16.02270 5.40540
C 28.84004 16.61896 5.73846
C 28.89816 16.68064 7.32130
O 27.87453 17.47090 7.99264
C 26.67367 16.69463 8.26676
H 23.23431 15.43508 2.51211
H 23.76960 13.75898 2.87903
H 23.90049 14.44095 1.25518
H 25.30372 14.81880 4.72809
H 25.12027 16.34594 3.90636
H 27.04547 16.95460 3.60747
H 27.72709 15.22000 3.49701
H 28.73811 17.64603 5.38796
H 29.68768 16.04859 5.35857
H 29.90297 17.00363 7.59356
H 28.95746 15.73137 7.85374
H 26.68168 15.83382 8.93536
H 26.40086 16.25690 7.30651
H 25.90355 17.33790 8.69249
C 19.57413 14.75468 1.77243
O 19.51440 14.28527 0.40017
C 20.80275 14.17617 -0.26923
C 20.60202 14.21604 -1.79714
O 20.19390 12.90752 -2.21127
C 19.76539 12.97475 -3.55951
C 19.08904 11.69851 -3.93240
O 19.96079 10.53598 -4.03802
C 20.74880 9.84475 -3.02751
H 18.66774 14.53844 2.33794
H 19.85988 15.80603 1.80582
H 20.39708 14.24561 2.27410
H 21.29559 13.26350 0.06579
H 21.46402 15.00528 -0.01743
H 21.50553 14.66422 -2.21057
H 19.74063 14.88231 -1.84377
H 20.54145 13.13072 -4.30885
H 19.08330 13.82060 -3.64552
H 18.40652 11.74606 -4.78093
H 18.44546 11.37230 -3.11539
H 21.40453 9.05602 -3.39634
H 20.16387 9.50197 -2.17402
H 21.36040 10.63470 -2.59160
```

Computed properties:
* SMILES: CCOP(=O)(OCC)OCC.COCCOCCOC.COCCOCCOC.COCCOCCOC.COCCOCCOC.COCCOCCOC.COCCOCCOC.COCCOCCOC
* HOMO level: -9.051 eV
* net charge: 0

***

Record 4
A 2-piece molecular cluster, C3H2Br2O overall. Source: the Open Molecules 2025 dataset; level of theory: ωB97M-V/def2-TZVPD.

```
8
Properties=species:S:1:pos:R:3
C 1.47802 -0.29130 -0.69952
C 0.17956 -0.33652 -0.91025
C -0.82522 0.01784 -0.03430
O 2.60291 -0.31160 -0.66858
Br 0.30384 1.59316 3.70950
Br -2.56047 -0.42215 -0.44590
H -0.40207 -0.79044 -1.78990
H -0.77657 0.54101 0.83894
```

Computed properties:
* HOMO level (spin up / spin down): -10.435 / -6.930 eV
* net charge: 0

***

Relative energy (zero: lowest compared OMol25 entry of this formula, charge and spin), respectively: 6.6161, 5.6875, 7.7538, 3.1095 eV.